No. 1
Here is a 2-piece molecular cluster, C6H11FN overall in a non-equilibrium geometry from the OMol25 dataset. Energies are from the ωB97M-V functional and the def2-TZVPD basis.

## Properties
Gap between HOMO and LUMO   8.026 eV
Total energy   -10595.57013 eV
E_HOMO   -13.3 eV
Net charge   +1
2S+1   1
Relative energy (zero: lowest compared OMol25 entry of this formula, charge and spin)   396.9 kJ/mol

CARTESIAN COORDINATES (ANGSTROEM)
C 0.64 -3.11 1.80
C 0.16 -2.75 0.63
C -0.23 1.75 -1.29
C 0.97 0.77 -1.18
C -0.73 1.89 0.15
C 1.17 0.34 0.19
N 0.04 0.89 0.94
F -0.73 -1.76 0.72
H 0.38 -2.51 2.68
H 1.38 -3.81 1.70
H 0.15 2.81 -1.59
H -0.93 1.48 -2.05
H 0.68 -0.32 -1.62
H 1.75 1.09 -1.82
H -0.54 3.01 0.60
H -1.78 1.46 0.18
H 0.43 -2.98 -0.43
H 0.45 1.17 1.91
H -0.61 0.21 1.37

Results of the Löwdin charge analysis, in e, for atoms 1 through 8: number 1, C, carries 0.0562; number 2, C, carries -0.2300; number 3, C, carries -0.1507; number 4, C, carries -0.1707; number 5, C, carries -0.1248; number 6, C, carries 0.1227; number 7, N, carries -0.0123; number 8, F, carries -0.0539

***

No. 2
Here is a 11-piece molecular cluster, C33H94N6O15 overall in a non-equilibrium geometry from the OMol25 dataset. Energies are from the ωB97M-V functional and the def2-TZVPD basis.

## Properties
Gap between HOMO and LUMO   9.434 eV
Total energy   -75388.41960 eV
E_HOMO   -9.2 eV
SMILES string   COC[C@H](C)N.COC[C@H](C)N.COC[C@H](C)N.COC[C@H](C)N.COC[C@H](C)N.COC[C@H](C)N.OCCO.OCCO.OCCO.OCCO.CO
2S+1   1
Relative energy (zero: lowest compared OMol25 entry of this formula, charge and spin)   471.9 kJ/mol

CARTESIAN COORDINATES (ANGSTROEM)
C 3.06 -19.94 38.38
O 2.00 -20.83 38.07
H 3.72 -19.77 37.53
H 2.61 -18.99 38.67
H 3.69 -20.30 39.18
H 1.59 -21.14 38.88
C 5.49 -19.87 29.48
C 5.49 -20.56 30.82
C 6.89 -20.48 31.49
O 7.73 -21.55 30.97
C 9.12 -21.42 31.27
N 4.53 -19.80 31.63
H 5.83 -18.84 29.57
H 4.45 -19.85 29.14
H 6.11 -20.46 28.80
H 5.26 -21.62 30.82
H 6.79 -20.60 32.57
H 7.30 -19.51 31.23
H 9.73 -22.16 30.76
H 9.34 -21.48 32.34
H 9.37 -20.48 30.78
H 4.80 -18.83 31.67
H 4.61 -20.11 32.59
C -4.33 -16.76 37.74
C -4.45 -17.77 36.61
C -5.65 -17.49 35.71
O -5.54 -18.25 34.53
C -6.54 -17.88 33.56
N -3.29 -17.67 35.78
H -3.88 -15.85 37.34
H -3.69 -17.16 38.53
H -5.26 -16.52 38.24
H -4.59 -18.81 36.90
H -5.60 -16.42 35.47
H -6.57 -17.72 36.24
H -7.57 -17.90 33.92
H -6.50 -18.63 32.77
H -6.32 -16.90 33.13
H -2.72 -18.43 36.11
H -3.53 -18.02 34.86
C 5.47 -29.14 32.36
C 6.21 -27.74 32.48
C 7.12 -27.61 33.75
O 6.29 -27.73 34.95
C 5.65 -26.59 35.44
N 7.02 -27.59 31.32
H 6.14 -30.00 32.29
H 4.83 -29.29 31.48
H 4.82 -29.31 33.22
H 5.48 -26.93 32.49
H 7.75 -26.72 33.77
H 7.86 -28.41 33.76
H 6.37 -25.81 35.67
H 5.18 -26.82 36.39
H 4.84 -26.23 34.80
H 7.40 -26.65 31.36
H 6.36 -27.63 30.55
C -2.89 -31.38 33.86
C -3.54 -31.59 35.25
C -3.91 -30.30 36.00
O -2.68 -29.69 36.52
C -2.87 -28.55 37.28
N -4.69 -32.48 35.03
H -3.47 -30.98 33.03
H -2.60 -32.34 33.41
H -1.94 -30.85 33.88
H -2.81 -32.15 35.83
H -4.43 -30.63 36.91
H -4.53 -29.67 35.37
H -3.35 -27.72 36.75
H -1.96 -28.27 37.81
H -3.49 -28.82 38.14
H -5.06 -32.74 35.93
H -5.49 -32.02 34.62
C 7.51 -19.88 44.09
C 6.54 -18.88 44.73
C 6.27 -19.26 46.28
O 5.75 -20.59 46.40
C 5.77 -21.09 47.65
N 7.11 -17.56 44.60
H 7.43 -19.95 43.00
H 7.28 -20.87 44.46
H 8.55 -19.74 44.39
H 5.64 -18.99 44.12
H 5.63 -18.53 46.78
H 7.17 -19.15 46.89
H 5.01 -21.85 47.81
H 5.63 -20.42 48.50
H 6.75 -21.51 47.87
H 7.57 -17.50 43.71
H 7.80 -17.33 45.30
C 0.01 -12.52 32.13
C 1.39 -12.26 32.81
C 1.70 -10.71 32.96
O 1.92 -10.08 31.68
C 3.08 -10.43 31.04
N 1.35 -12.91 34.08
H -0.03 -13.60 31.99
H -0.12 -12.17 31.11
H -0.83 -12.19 32.75
H 2.13 -12.78 32.20
H 2.61 -10.56 33.54
H 0.85 -10.18 33.40
H 3.15 -9.85 30.12
H 3.03 -11.43 30.61
H 3.96 -10.42 31.69
H 0.61 -13.60 34.05
H 0.85 -12.28 34.70
C 8.76 -16.34 36.97
C 7.72 -15.22 36.82
O 6.87 -15.53 35.68
O 9.50 -16.03 38.15
H 9.48 -16.24 36.17
H 8.41 -17.38 37.05
H 8.05 -14.18 36.83
H 7.13 -15.18 37.73
H 6.11 -14.96 35.84
H 10.24 -16.64 38.22
C 0.30 -24.40 44.86
C 0.60 -23.25 43.86
O -0.54 -22.82 43.06
O -0.63 -24.09 45.88
H 1.24 -24.54 45.39
H -0.01 -25.24 44.23
H 1.41 -23.48 43.18
H 0.77 -22.39 44.50
H -1.35 -22.78 43.57
H -0.66 -24.87 46.44
C -2.05 -21.97 30.46
C -2.13 -22.82 31.74
O -3.44 -22.72 32.29
O -1.82 -20.62 30.76
H -2.94 -22.07 29.83
H -1.19 -22.27 29.87
H -1.38 -22.60 32.49
H -2.00 -23.85 31.42
H -3.62 -21.78 32.34
H -0.93 -20.56 31.11
C 0.63 -14.26 44.70
C -0.57 -13.37 45.12
O -0.88 -13.35 46.54
O 1.82 -13.52 44.87
H 0.53 -14.44 43.63
H 0.58 -15.19 45.27
H -1.48 -13.65 44.59
H -0.29 -12.37 44.78
H -1.35 -12.53 46.71
H 2.55 -14.11 44.65

Results of the Löwdin charge analysis, in e, for atoms 1 through 8: number 1, C, carries -0.1729; number 2, O, carries -0.1213; number 3, H, carries 0.0760; number 4, H, carries 0.0732; number 5, H, carries 0.0719; number 6, H, carries 0.0732; number 7, C, carries -0.0731; number 8, C, carries -0.4431

***

No. 3
Here is C38H42N2O2OsPS2Se2 as an isolated structure in a non-equilibrium geometry from the OMol25 dataset. Energies are from the ωB97M-V functional and the def2-TZVPD basis.

## Properties
Gap between HOMO and LUMO (spin up / spin down)   7.838 / 5.646 eV
Total energy   -211276.64253 eV
E_HOMO (spin up / spin down)   -10.3 / -10.7 eV
Net charge   +1
2S+1   5

CARTESIAN COORDINATES (ANGSTROEM)
Os -0.12 -0.45 0.59
C -3.06 -1.42 -0.26
N -1.62 -1.67 -0.22
C -1.22 -2.90 -0.42
C 0.09 -3.23 -0.08
C 0.83 -4.41 -0.10
C 2.02 -4.15 0.57
C 1.97 -2.82 0.99
N 0.82 -2.24 0.59
C -3.65 -1.38 -1.66
C -4.94 -1.86 -1.86
C -5.53 -1.77 -3.11
C -4.83 -1.21 -4.17
C -3.54 -0.74 -3.97
C -2.95 -0.83 -2.72
H -3.26 -0.46 0.22
H -3.58 -2.18 0.33
H -1.91 -3.66 -0.76
H 0.51 -5.34 -0.55
H 2.82 -4.84 0.76
H 2.70 -2.29 1.57
H -5.49 -2.30 -1.03
H -6.54 -2.14 -3.26
H -5.30 -1.12 -5.14
H -2.98 -0.33 -4.80
H -1.94 -0.47 -2.57
C 1.92 4.43 1.50
Se 2.05 3.00 0.18
C 0.43 3.42 -0.85
C -0.83 3.35 -0.01
Se -1.58 1.54 0.14
C -2.58 1.96 1.76
H 1.47 5.30 1.03
H 2.94 4.66 1.81
H 1.34 4.11 2.36
H 0.43 2.72 -1.68
H 0.57 4.43 -1.24
H -1.62 3.94 -0.46
H -0.64 3.71 1.00
H -3.30 2.73 1.52
H -1.88 2.31 2.52
H -3.08 1.06 2.09
S 3.35 0.57 1.10
P 3.41 0.19 -0.88
S 1.56 0.14 -1.68
C 4.32 -1.34 -1.20
C 5.68 -1.35 -0.89
C 6.44 -2.46 -1.19
C 5.85 -3.56 -1.80
C 4.49 -3.55 -2.09
C 3.72 -2.44 -1.78
C 4.47 1.45 -1.68
C 4.48 1.56 -3.06
C 5.31 2.49 -3.67
C 6.12 3.31 -2.90
C 6.12 3.19 -1.52
C 5.30 2.26 -0.91
H 6.13 -0.48 -0.42
H 7.50 -2.47 -0.96
H 6.45 -4.42 -2.06
H 4.03 -4.41 -2.56
H 2.66 -2.43 -2.00
H 3.85 0.91 -3.66
H 5.32 2.58 -4.75
H 6.75 4.05 -3.38
H 6.76 3.82 -0.92
H 5.30 2.16 0.17
C 0.33 0.66 9.01
C 0.18 0.43 7.53
C -1.07 0.32 6.94
C -1.22 0.10 5.58
C -2.61 -0.04 5.02
C -0.07 0.03 4.77
C 1.20 0.12 5.35
C 2.46 -0.01 4.53
C 1.31 0.32 6.72
C -0.22 -0.20 3.30
O -0.98 -1.08 2.85
O 0.43 0.55 2.48
H -0.62 0.55 9.52
H 0.72 1.66 9.20
H 1.04 -0.06 9.43
H -1.95 0.40 7.55
H -3.35 0.07 5.81
H -2.74 -1.01 4.55
H -2.81 0.72 4.26
H 2.39 -0.87 3.86
H 3.32 -0.14 5.18
H 2.60 0.87 3.91
H 2.29 0.39 7.17

Results of the Löwdin charge analysis, in e, for atoms 1 through 8: number 1, Os, carries 1.2548; number 2, C, carries -0.1922; number 3, N, carries -0.1621; number 4, C, carries -0.0476; number 5, C, carries -0.3118; number 6, C, carries -0.0067; number 7, C, carries -0.0631; number 8, C, carries -0.1431

***

No. 4
Here is a 2-piece molecular cluster, C12H19F7NO3 overall in a non-equilibrium geometry from the OMol25 dataset. Energies are from the ωB97M-V functional and the def2-TZVPD basis.

## Properties
Gap between HOMO and LUMO   12.186 eV
Total energy   -39401.61552 eV
E_HOMO   -14.5 eV
Net charge   +1
2S+1   1
Relative energy (zero: lowest compared OMol25 entry of this formula, charge and spin)   7.2 kJ/mol

CARTESIAN COORDINATES (ANGSTROEM)
O -1.30 1.72 -0.54
C -1.51 2.85 -0.22
O -0.55 3.77 0.08
C 0.11 4.36 -0.98
F -0.60 5.38 -1.46
F 0.33 3.49 -1.97
F 1.27 4.81 -0.51
O -2.75 3.36 0.05
C -3.63 3.34 -1.02
F -2.99 3.66 -2.15
F -4.15 2.12 -1.20
C -4.75 4.34 -0.76
F -4.19 5.52 -0.42
F -5.51 3.91 0.25
H -5.34 4.50 -1.66
C 1.78 0.58 0.88
C 1.44 -0.10 -0.46
C 0.72 -1.44 -0.40
N 1.51 -2.65 0.04
C 2.67 -2.86 -0.86
C 1.94 -2.61 1.48
C 0.68 -2.97 2.25
C 0.10 -4.12 1.42
C 0.57 -3.86 -0.02
H 2.76 0.28 1.26
H 1.82 1.66 0.74
H 1.03 0.37 1.64
H 2.33 -0.15 -1.09
H 0.75 0.56 -0.99
H 0.37 -1.68 -1.40
H -0.16 -1.37 0.24
H 3.36 -2.02 -0.76
H 2.32 -2.94 -1.89
H 3.18 -3.78 -0.57
H 2.70 -3.38 1.60
H 2.37 -1.65 1.73
H 0.00 -2.13 2.29
H 0.90 -3.26 3.27
H -0.98 -4.18 1.49
H 0.50 -5.08 1.76
H -0.24 -3.63 -0.71
H 1.15 -4.70 -0.41

Results of the Löwdin charge analysis, in e, for atoms 1 through 8: number 1, O, carries 0.2093; number 2, C, carries -0.4495; number 3, O, carries 0.1960; number 4, C, carries -0.6724; number 5, F, carries 0.2086; number 6, F, carries 0.1936; number 7, F, carries 0.1971; number 8, O, carries 0.1857